This record from the Open Molecules 2025 dataset describes a cluster of 3 separate species, C3H10O3 in total. The level of theory is ωB97M-V with the def2-TZVPD basis set.

```
! wB97M-V def2-TZVPD RIJCOSX def2/J DEFGRID3
* xyz 0 1
C 0.50159 -0.13322 1.91954
O 1.13662 -1.14359 2.76645
C -0.52384 -0.67286 0.95091
C -0.34916 -1.86683 0.40027
H -0.14953 0.29308 2.73796
H 1.30090 0.50921 1.29737
H 0.40293 -1.80358 2.67607
H -1.27361 -0.00363 0.68169
H -0.63745 -1.97630 -0.63379
H 0.26151 -2.56751 0.99693
H 0.89566 1.22903 -1.45777
H 1.95051 0.12003 -1.11262
O 1.85284 0.96256 -1.47767
H -2.08226 1.69901 -2.84413
H -1.62753 2.82504 -3.93221
O -1.65919 2.52956 -2.96900
*
```

energy above the lowest of the compared OMol25 structures with the same formula, charge and spin = 258.4 kJ/mol
structure (SMILES) = C=CCO.O.O
orbital gap = 10.10 eV

=====

This record from the Open Molecules 2025 dataset describes a cluster of 3 separate species, C3H10O3 in total. The level of theory is ωB97M-V with the def2-TZVPD basis set.

```
! wB97M-V def2-TZVPD RIJCOSX def2/J DEFGRID3
* xyz 0 1
C -0.98339 0.15941 -2.22291
C -0.40774 -0.69862 -1.10885
C 0.70547 -0.33694 -0.47152
O 1.16073 0.94280 -0.33196
H -2.06698 0.12583 -2.33409
H -0.51546 -0.23301 -3.14400
H -0.72017 1.21747 -2.21212
H -0.73312 -1.72695 -1.04396
H 1.23637 -1.02614 0.18215
H 0.63867 1.53119 -0.88073
H -0.38611 -3.93564 3.95337
H 0.01257 -3.56876 2.52582
O -0.70255 -3.89693 3.06654
H 0.44828 2.90583 0.88712
H -0.33708 4.21739 0.57395
O 0.38734 3.66250 0.28641
*
```

energy above the lowest of the compared OMol25 structures with the same formula, charge and spin = 84.8 kJ/mol
structure (SMILES) = C/C=C\O.O.O
orbital gap = 9.41 eV

=====

This record from the Open Molecules 2025 dataset describes a cluster of 3 separate species, C3H10O3 in total. The level of theory is ωB97M-V with the def2-TZVPD basis set.

```
! wB97M-V def2-TZVPD RIJCOSX def2/J DEFGRID3
* xyz 0 1
C 2.96572 -1.26313 0.99396
C 1.49398 -1.38752 0.43976
C 1.29930 -0.97641 -0.85667
O 0.11417 -1.05924 -1.46399
H 3.18283 -1.86019 2.03126
H 3.63599 -1.48375 0.16796
H 3.20646 -0.30626 1.41103
H 0.76993 -1.43999 1.25740
H 2.20868 -0.86755 -1.59211
H 0.02234 -0.27327 -2.07518
H -5.87584 1.65200 3.46022
H -6.66558 1.48855 2.13703
O -5.77819 1.74864 2.45671
H 0.39446 2.51350 -2.48117
H -0.68326 1.72544 -3.38101
O -0.29100 1.78918 -2.50520
*
```

energy above the lowest of the compared OMol25 structures with the same formula, charge and spin = 173.7 kJ/mol
structure (SMILES) = C/C=C/O.O.O
orbital gap = 8.75 eV

=====

This record from the Open Molecules 2025 dataset describes a cluster of 2 separate species, C3H10O3 in total. The level of theory is ωB97M-V with the def2-TZVPD basis set.

```
! wB97M-V def2-TZVPD RIJCOSX def2/J DEFGRID3
* xyz 1 2
C 0.86690 -0.20391 -1.06218
O 0.90481 0.41040 0.20500
C -0.58460 -0.28785 -1.43430
C -1.38692 -1.25663 -0.49035
O -0.49955 -1.91911 0.33423
H 1.25814 0.50657 -1.80987
H 1.29055 -1.19555 -1.04068
H 1.83066 0.62332 0.40413
H -1.06441 0.67556 -1.24387
H -0.78926 -0.56743 -2.46833
H -2.12884 -0.77956 0.11116
H -1.90595 -2.03368 -1.10199
H -0.89870 -2.16248 1.19217
H 0.05359 2.76341 2.82370
H 0.34884 2.06709 1.46832
O 0.59565 2.81235 2.03045
*
```

energy above the lowest of the compared OMol25 structures with the same formula, charge and spin = 177.0 kJ/mol
orbital gap (alpha / beta) = 10.72 / 4.43 eV

=====

The highest energy above the lowest of the compared OMol25 structures with the same formula, charge and spin belongs to which entry? number 1

=====

What is the energy above the lowest of the compared OMol25 structures with the same formula, charge and spin in the fourth record? 177.0 kJ/mol

=====

energy above the lowest of the compared OMol25 structures with the same formula, charge and spin of number 2 (C3H10O3)? 84.8 kJ/mol

=====

Which formula does entry 4 have? C3H10O3